Molecular formula: C20H47FNNbO28PS7
Method: DFT, ωB97M-V with the def2-TZVPD basis set

Properties
HOMO-LUMO gap	6.0315	eV
total charge	-1
E_HOMO	-0.1612	Ha
max |F|	1.26	eV/A

Geometry as XYZ:
```
106
Properties=species:S:1:pos:R:3:mulliken_charge:R:1
C -1.657 -0.969 -3.490 -1.090
C -2.022 -0.472 -4.873 -0.408
C -1.472 0.882 -5.253 -0.327
C 0.008 0.914 -5.644 -0.654
Nb 1.600 0.959 -4.040 -0.951
C 3.260 1.189 -5.612 -0.683
C 4.624 1.302 -5.057 -0.221
F 5.621 1.464 -6.064 -0.362
P 1.657 3.595 -3.967 0.193
N 1.794 4.051 -2.421 -0.596
H -2.288 -1.802 -3.197 0.438
H -0.630 -1.317 -3.441 0.226
H -1.758 -0.179 -2.756 0.158
H -1.759 -1.204 -5.631 0.230
H -3.108 -0.389 -4.911 0.373
H -2.030 1.205 -6.121 0.287
H -1.692 1.611 -4.477 0.262
H 0.211 0.113 -6.351 0.413
H 0.185 1.850 -6.184 0.365
H 3.004 0.776 -2.864 0.051
H 0.509 1.051 -2.582 0.142
H 1.589 -0.860 -4.150 0.012
H 3.184 0.374 -6.327 0.443
H 3.038 2.129 -6.121 0.305
H 4.903 0.427 -4.481 0.265
H 4.702 2.160 -4.395 0.152
H 2.714 4.137 -4.743 0.013
H 0.508 4.241 -4.537 -0.051
H 2.647 4.577 -2.264 0.124
C 2.507 -0.408 1.301 0.023
C 2.364 -1.634 2.168 -0.111
O 1.397 -2.425 1.466 -0.235
S 1.544 -2.205 -0.118 0.926
O 2.324 -3.259 -0.657 -0.602
O 0.256 -1.917 -0.622 -0.407
O 2.440 -0.894 -0.052 -0.282
H 1.674 0.269 1.472 0.133
H 3.446 0.116 1.453 0.295
H 1.996 -1.404 3.165 0.055
H 3.292 -2.205 2.240 0.196
C -1.014 2.706 -10.405 -0.342
C 0.287 2.016 -10.051 -0.339
O -0.106 1.033 -9.091 -0.206
S -1.557 0.476 -9.421 1.087
O -1.456 -0.734 -10.150 -0.580
O -2.347 0.564 -8.254 -0.491
O -1.971 1.638 -10.447 -0.335
H -1.315 3.420 -9.637 0.282
H -0.986 3.194 -11.375 0.311
H 1.015 2.680 -9.594 0.334
H 0.729 1.516 -10.915 0.253
C -2.561 0.694 2.785 0.084
C -2.511 2.149 3.190 0.254
O -1.363 2.224 4.072 -0.389
S -0.264 1.208 3.565 0.745
O 0.711 1.895 2.803 -0.587
O 0.142 0.382 4.650 -0.302
O -1.166 0.357 2.597 -0.175
H -2.973 0.039 3.546 -0.053
H -3.091 0.553 1.847 0.348
H -3.391 2.496 3.719 0.445
H -2.303 2.741 2.309 -0.473
C 3.854 -5.134 6.564 -0.316
C 2.942 -5.045 5.357 -0.334
O 2.792 -3.631 5.156 -0.241
S 4.133 -2.873 5.556 1.103
O 4.911 -2.626 4.401 -0.540
O 3.788 -1.825 6.442 -0.543
O 4.804 -4.071 6.363 -0.331
H 3.313 -4.952 7.493 0.240
H 4.388 -6.078 6.623 0.318
H 1.963 -5.482 5.527 0.317
H 3.398 -5.481 4.467 0.296
C -4.226 -4.346 3.717 -0.322
C -5.688 -4.019 3.941 -0.409
O -5.663 -3.032 4.988 -0.322
S -4.359 -2.128 4.842 1.070
O -4.698 -0.942 4.142 -0.583
O -3.692 -2.089 6.087 -0.457
O -3.570 -3.076 3.842 -0.192
H -3.837 -5.018 4.483 0.296
H -4.025 -4.752 2.730 0.304
H -6.272 -4.871 4.274 0.313
H -6.145 -3.578 3.053 0.289
C -1.228 6.262 -0.877 -0.428
C -0.195 5.383 -0.198 -0.147
O -0.947 4.792 0.887 -0.257
S -2.438 4.538 0.450 1.082
O -2.616 3.201 0.016 -0.488
O -3.288 5.060 1.462 -0.581
O -2.442 5.487 -0.827 -0.330
H -1.397 7.195 -0.334 0.291
H -0.985 6.474 -1.914 0.329
H 0.637 5.942 0.216 0.300
H 0.198 4.584 -0.832 0.227
C -0.139 -1.088 7.513 0.058
C 1.281 -1.605 7.483 -0.023
O 1.277 -2.668 8.462 -0.340
S -0.140 -3.388 8.462 1.060
O -0.077 -4.564 7.667 -0.569
O -0.596 -3.466 9.802 -0.580
O -0.940 -2.282 7.663 -0.220
H -0.321 -0.440 8.372 0.281
H -0.405 -0.575 6.598 0.012
H 2.018 -0.862 7.767 0.450
H 1.540 -2.021 6.510 -0.056
```